Record 1
{
  "formula": "Cl3Hg2O16S",
  "method": "wB97M-V/def2-TZVPD",
  "symbols": ["O", "O", "Cl", "O", "O", "O", "Cl", "O", "O", "O", "Hg", "O", "Hg", "O", "O", "O", "O", "O", "S", "O", "O", "Cl"],
  "positions_angstrom": [[-5.69661, 12.12035, -2.84471], [-9.46592, 8.76408, -4.30401], [-5.83791, 10.90768, -2.01037], [-5.52973, 14.29962, -7.19317], [-9.98524, 6.52967, -3.76453], [-8.68689, 7.84178, -2.22122], [-4.70380, 8.85212, -6.27801], [-4.61887, 13.09640, -5.43862], [-7.00669, 10.24902, -2.42754], [-3.87200, 9.96864, -6.82208], [-4.91856, 13.71618, -1.22307], [-10.99515, 8.07968, -2.44619], [-2.81515, 8.10980, -2.49066], [-6.02459, 9.25209, -6.51900], [-4.74771, 9.95234, -2.26081], [-6.95969, 13.04897, -5.80012], [-4.48496, 7.53049, -6.79411], [-4.36898, 8.90239, -4.85603], [-9.77120, 7.87980, -3.24916], [-5.85757, 11.35243, -0.66542], [-6.00779, 14.97799, -4.88777], [-5.80253, 13.88756, -5.81380]],
  "atomic_forces_ev_per_a": [[0.8, 0.9, 0.2], [-0.1, 1.6, -0.7], [0.9, -3.2, -2.9], [-0.5, 0.5, 1.4], [0.0, -1.1, 0.5], [-0.2, -0.5, -1.1], [2.0, 2.9, -0.3], [-0.7, 0.5, 0.5], [-1.4, 0.1, 0.4], [-0.1, -2.3, -0.3], [-0.1, -0.1, -0.7], [-0.3, 0.3, -0.8], [-0.3, 0.2, -0.4], [-2.1, -0.2, 0.2], [-0.3, 1.8, 0.8], [-0.2, -0.2, 0.2], [0.7, 0.3, -0.1], [-0.3, -0.8, 0.7], [0.7, -0.3, 2.1], [0.1, 0.4, 2.1], [0.4, 0.0, -0.4], [1.0, -0.7, -1.4]],
  "molar_mass_g_mol": 795.59,
  "orbital_gap_ev": 2.1840,
  "energy_ev": -89478.0696,
  "charge": -1
}



Record 2
{
  "formula": "C5H11NO",
  "method": "wB97M-V/def2-TZVPD",
  "symbols": ["H", "H", "H", "N", "C", "C", "H", "H", "H", "H", "H", "H", "C", "H", "O", "C", "C", "H"],
  "positions_angstrom": [[-1.17340, -2.23991, 0.85639], [1.46317, -1.47480, -0.51468], [0.77126, 2.78439, -1.39282], [-0.23357, 2.83947, -1.28584], [-0.73786, 1.75138, -0.57644], [-0.55953, -0.17580, 1.00342], [-1.81034, 1.65143, -0.57576], [-0.70959, 3.02654, -2.15893], [-1.01948, -1.41446, -0.69746], [1.32974, -2.23765, 1.08570], [1.77365, 0.40057, 0.70445], [0.79242, -3.09470, -0.35750], [-0.55606, -1.53835, 0.28638], [0.01029, -0.26469, 1.93361], [1.39207, 1.09153, 0.15289], [0.01170, 0.92728, 0.16011], [0.84409, -2.11497, 0.11502], [-1.58856, 0.08275, 1.26144]],
  "atomic_forces_ev_per_a": [[0.0, 0.0, 0.0], [0.0, 0.0, 0.0], [-0.1, 0.1, -0.2], [0.2, 0.2, -0.2], [0.3, -0.2, 0.3], [-0.1, -0.2, -0.5], [-0.1, -0.1, 0.1], [0.2, -0.1, 0.1], [0.0, 0.0, 0.1], [0.1, 0.0, 0.0], [0.0, 0.1, -0.1], [0.1, -0.1, 0.0], [0.1, 0.1, 0.1], [-0.1, 0.1, 0.1], [-0.2, -0.1, 0.0], [-0.4, 0.1, 0.0], [-0.2, -0.1, 0.0], [0.1, 0.0, 0.1]],
  "molar_mass_g_mol": 101.15,
  "orbital_gap_ev": 8.3476,
  "energy_ev": -8900.5289
}



Record 3
{
  "formula": "C27H74O13",
  "method": "wB97M-V/def2-TZVPD",
  "symbols": ["C", "H", "H", "C", "H", "H", "O", "C", "H", "C", "H", "H", "H", "H", "H", "C", "H", "H", "C", "H", "C", "C", "C", "H", "H", "H", "H", "C", "H", "O", "H", "H", "H", "C", "O", "H", "H", "H", "H", "H", "H", "H", "H", "C", "H", "O", "C", "O", "H", "H", "H", "H", "C", "H", "H", "H", "H", "H", "C", "H", "H", "O", "H", "H", "C", "H", "H", "C", "H", "C", "H", "H", "C", "H", "O", "H", "H", "C", "O", "H", "H", "H", "O", "H", "H", "C", "H", "H", "C", "C", "C", "C", "O", "C", "H", "H", "H", "H", "H", "O", "O", "H", "H", "H", "H", "O", "H", "C", "H", "H", "H", "H", "H", "H"],
  "positions_angstrom": [[-4.04618, -2.71648, -2.49370], [-2.56634, 1.80359, -5.90783], [-0.29347, -2.39386, -1.10708], [5.04678, -0.69098, -2.85338], [-4.17569, -3.42919, -3.30818], [6.80118, 0.39940, -3.72097], [-2.65937, 5.05514, 3.58507], [2.12905, 4.42373, 3.01921], [1.57147, 2.45524, 1.97826], [-0.59424, -0.19257, -0.41741], [-5.35155, -2.18416, -1.14997], [6.56685, 0.53480, -1.95711], [4.98266, -1.68044, -3.30610], [-0.36471, -0.74683, -5.50187], [-2.69056, 4.03618, -1.92264], [-0.47394, -1.76405, -0.23595], [-2.22947, 4.83055, 0.33698], [4.40823, -0.07987, -3.49124], [-4.95146, 3.81519, -2.40903], [0.58825, 0.73013, -5.96159], [-3.47579, 3.38726, -2.31048], [3.76373, 2.63748, 2.31291], [-1.25399, 1.21963, -4.87601], [4.04349, 1.82561, 1.64155], [2.99903, 4.94191, 3.42259], [-2.79518, -4.33405, 5.54661], [0.55361, 0.18081, -4.26930], [0.80436, 0.42632, -0.29543], [-2.64138, -0.84565, -1.41313], [2.97133, -2.10458, 5.58874], [3.17714, 4.39655, 0.80118], [1.89233, -3.24805, 2.70718], [-3.15071, 2.83802, -3.19408], [-1.45013, -4.38760, 3.02701], [-5.36190, -2.68554, -1.96857], [-1.83366, 0.88725, -4.01485], [-3.42648, 2.67699, -1.48514], [4.83506, -3.31572, -0.93225], [-3.40955, -3.10115, -1.69694], [-3.17400, 3.28529, 2.64805], [1.63986, -4.05148, 4.23716], [-1.02846, 2.83713, 1.50463], [-4.39521, 5.47526, -3.94148], [2.35179, 3.21431, 2.03321], [2.99739, -0.72018, 3.43411], [3.86727, -4.93246, -1.01139], [2.71385, -3.18000, -0.06735], [7.44988, -1.15955, -2.66330], [-5.39857, 3.90960, -1.41946], [4.53940, -0.89784, 3.98171], [-3.81843, 4.40641, 0.68634], [1.40472, 0.00576, -1.10216], [4.17823, -3.83009, -0.23076], [-1.28461, -5.28470, 5.83679], [4.57385, 3.36562, 2.27284], [-2.88775, -1.47550, -3.70539], [-1.45921, -6.38370, 3.65431], [-1.92639, -3.49583, 3.43447], [1.98271, -3.12040, 3.78590], [-3.36526, 5.88406, 1.28247], [2.38667, -2.78687, 5.92678], [2.29287, -2.66239, -1.35836], [-3.47837, 4.86275, 4.04748], [1.76360, 4.12031, 4.00027], [-2.07856, -5.50277, 3.82309], [-1.66950, -4.43965, 1.96059], [-1.03475, -0.13476, -1.41275], [6.45695, -0.11618, -2.82443], [0.18262, -1.95878, 0.61206], [-1.18086, 3.54453, 2.31977], [1.76989, -3.26674, -1.89020], [7.21801, -1.88647, -3.24590], [-3.74568, -1.37595, -3.04043], [-6.07600, 5.25577, -3.33626], [-3.28470, -5.95911, 3.33952], [-3.41939, -6.61999, 4.02267], [-1.80376, 3.28180, -5.07119], [-5.01576, 5.18899, -3.09231], [-1.46000, 0.43828, 0.51050], [-4.50765, -0.96829, -3.70474], [1.27584, 0.25511, 0.67229], [-0.71255, 2.89143, -3.71659], [-2.02786, 1.01829, -6.03005], [-4.85740, 5.99460, -2.37536], [3.81550, -1.38151, -1.38954], [-0.91364, 2.72670, -4.77513], [4.73994, -4.04286, 0.67882], [4.17829, -3.34784, 4.35089], [-2.27520, -5.27779, 5.38206], [3.77075, -1.48685, 3.48136], [-0.01479, 0.23959, -5.19751], [-2.95445, 4.88327, 1.14922], [-3.42124, -0.61407, -1.92282], [-2.58172, 4.18180, 2.46485], [0.73394, 1.50879, -0.40214], [-0.38279, 4.28632, 2.28913], [-0.38539, -4.42420, 3.25737], [-5.70034, 2.01721, -2.73714], [3.84767, 2.30247, 3.34675], [2.45426, 3.76595, 0.76393], [-5.85340, 2.90453, -3.07005], [3.96433, -1.95483, 2.51616], [-0.92116, 3.09853, 3.27984], [2.82193, -2.38859, 0.67433], [0.03659, 2.93737, -5.26582], [4.47106, -0.69053, -1.50955], [-1.62108, 1.27322, 0.06495], [3.34235, -2.64834, 4.34923], [1.22062, -2.36102, 3.96097], [-2.87974, -6.08284, 5.79984], [-1.42037, -2.14451, 0.14827], [1.91687, -3.79716, 0.34744], [4.71458, -5.28327, -1.29526], [1.40312, 5.17382, 2.70536]],
  "atomic_forces_ev_per_a": [[-2.4, -1.2, -0.9], [-1.0, -0.2, -1.2], [0.5, 0.6, -0.1], [-1.1, 0.6, 0.8], [0.6, -0.3, 0.0], [-0.8, 0.4, -0.2], [0.3, -0.2, -0.1], [-0.9, -0.9, 1.3], [0.0, 0.2, 0.4], [1.4, -2.0, 0.0], [0.0, 0.2, 0.1], [-0.1, 0.0, -0.1], [0.4, -0.3, 0.1], [0.0, 0.2, 0.0], [-0.5, 1.1, -0.8], [-1.3, 0.9, 1.6], [0.5, 0.4, 0.4], [-0.1, 0.3, 0.0], [0.9, 1.2, -0.3], [-0.1, -0.2, -0.1], [-0.4, -1.9, 1.1], [-0.4, -0.8, 1.0], [2.3, -1.5, -1.3], [-0.2, -0.1, 0.0], [0.7, 0.0, -1.1], [0.1, 0.0, 0.1], [0.4, -0.3, -0.1], [-0.7, 0.1, -0.9], [-0.1, -0.6, -0.5], [0.7, -0.5, 1.2], [0.0, 0.1, -0.2], [0.6, -0.3, -0.2], [0.0, 0.3, -0.1], [-0.9, 0.3, 1.1], [-0.8, -0.2, 0.6], [0.2, -0.1, 0.4], [-0.1, -0.8, -0.1], [-0.1, 1.6, 0.8], [0.7, 0.2, -0.4], [-0.7, 0.3, -0.1], [0.0, -0.1, 0.1], [-0.4, 0.1, 0.1], [0.1, -0.9, -0.2], [2.4, 1.8, 1.2], [-0.6, -0.4, -0.4], [0.2, -2.4, -0.3], [1.7, 0.4, -0.5], [-0.2, 0.1, 0.6], [0.4, 0.4, 0.3], [0.8, -0.5, -0.5], [-0.2, -0.5, 0.1], [0.4, 0.2, 0.1], [-2.2, 0.8, -0.8], [-0.1, 0.2, 0.4], [-0.3, 0.5, -0.4], [0.5, 0.1, -0.2], [1.0, -0.1, 0.6], [0.4, 0.6, -0.3], [0.0, -0.8, -0.6], [0.7, 0.2, 0.2], [-0.1, 0.3, 0.8], [0.6, 0.6, 1.0], [0.0, 0.1, 0.0], [-0.6, -0.6, 0.0], [1.3, -1.1, 1.2], [0.2, -0.3, 0.1], [0.4, 0.8, -0.4], [0.8, -1.3, 0.1], [0.5, -0.2, -0.3], [0.6, 1.1, 1.5], [0.2, -0.5, 0.4], [0.0, 0.0, -0.1], [2.6, -1.2, -0.1], [0.0, 0.5, -0.5], [-1.9, 0.1, -0.6], [-1.2, -0.5, -0.5], [0.4, 0.5, -0.1], [-1.6, 0.2, 0.6], [-0.3, -0.6, -0.2], [-0.4, 0.2, 0.8], [-0.2, -0.4, 0.0], [-0.1, 0.5, 0.1], [-1.1, 0.8, -0.1], [0.2, -0.2, 0.3], [-0.2, -0.2, -0.6], [0.6, -1.8, 1.3], [-0.4, -0.1, 0.4], [-0.3, -0.5, 0.4], [1.0, 0.3, -1.7], [-0.1, 0.3, 0.5], [-1.1, 1.8, 1.7], [-1.4, -0.3, -0.4], [-1.0, 2.8, 0.7], [1.1, -0.8, -1.1], [0.1, 0.1, -0.2], [-0.3, 0.4, -0.7], [-0.1, 0.4, -0.3], [0.1, -0.1, 0.1], [-0.2, -0.5, 0.1], [-0.7, 0.4, -1.9], [1.0, 0.4, -0.5], [0.6, 0.8, -0.2], [-0.3, -0.7, 0.0], [-0.2, 0.7, -0.5], [-0.5, 0.3, -0.6], [1.2, 0.4, -0.7], [-0.4, 0.3, 0.3], [-1.8, 1.7, -1.6], [0.2, 0.2, 0.5], [0.1, -0.1, 0.0], [-0.5, 0.1, 0.0], [0.5, -0.8, -0.1], [-0.1, -0.5, -0.3], [0.2, -0.2, -0.5]],
  "molar_mass_g_mol": 606.88,
  "orbital_gap_ev": 10.1792,
  "energy_ev": -55809.4558
}



Record 4
{
  "formula": "C18H21N3O3S",
  "method": "wB97M-V/def2-TZVPD",
  "symbols": ["C", "O", "H", "H", "H", "H", "H", "C", "C", "C", "H", "C", "O", "C", "H", "H", "N", "C", "H", "H", "C", "N", "H", "C", "O", "C", "C", "H", "H", "H", "N", "H", "C", "H", "C", "H", "C", "C", "S", "C", "H", "H", "H", "C", "H", "C"],
  "positions_angstrom": [[3.08393, -0.11988, -0.37868], [-1.26832, 2.79464, 1.15001], [0.77134, 3.84821, -0.21006], [-6.41839, -1.34252, -0.79001], [-4.52574, -0.87815, 0.74695], [-0.74088, -2.50794, 2.46986], [1.89734, -1.36283, -1.65681], [-2.97965, -1.04075, -0.72949], [-1.77911, -0.90935, 1.44270], [0.83490, 2.80541, 0.04604], [-5.61428, 0.98936, -0.63551], [4.35000, 0.15976, 0.11328], [-2.55086, -0.14916, 1.98849], [5.41745, -0.63027, -0.27296], [-3.99803, 1.86670, -2.28720], [3.80401, -2.78101, -2.31902], [-0.07772, 0.87259, 1.07523], [-2.94602, 0.45466, -1.05182], [6.05849, -2.30566, -1.43898], [-0.38433, -0.87068, 3.07827], [-5.44056, -1.07793, -1.19612], [-1.92206, -1.40848, 0.20441], [-3.83404, 0.26175, -3.00425], [-4.35573, -1.42452, -0.18097], [2.94262, 2.51092, -0.99239], [-5.40155, 0.40900, -1.53527], [2.88361, -1.17282, -1.26024], [-1.82126, 2.13990, 1.61200], [-2.79042, -1.60893, -1.64743], [4.49166, 0.99385, 0.78241], [1.98339, 0.69653, 0.00811], [-6.16898, 0.64170, -2.27590], [0.95362, 0.19322, 0.70465], [-1.19378, -2.01816, -0.13425], [1.99687, 2.08474, -0.36923], [-5.28742, -1.66254, -2.10699], [3.95686, -1.96111, -1.63370], [-4.02711, 0.79744, -2.07124], [0.95769, -1.49619, 1.18564], [-0.15896, 2.18296, 0.74451], [6.40495, -0.41395, 0.10518], [-4.37458, -2.49336, 0.04373], [-3.12380, 1.01212, -0.13247], [-0.56280, -1.46977, 2.18675], [-1.95983, 0.72920, -1.43449], [5.22215, -1.69170, -1.14063]],
  "atomic_forces_ev_per_a": [[0.4, -0.3, -0.2], [-0.1, 0.2, 0.0], [0.0, 0.1, -0.1], [0.0, -0.1, -0.1], [0.0, 0.0, 0.0], [0.0, 0.0, 0.0], [-0.1, 0.0, 0.0], [-0.2, 0.3, 0.4], [0.3, -0.5, 0.2], [-0.4, 0.3, 0.1], [-0.1, 0.1, 0.0], [-0.1, -0.1, 0.0], [-0.5, 0.2, 0.2], [0.0, 0.1, 0.1], [0.0, 0.0, -0.1], [0.0, -0.1, -0.1], [0.1, 0.2, 0.1], [0.1, -0.2, -0.3], [0.1, -0.1, 0.0], [-0.2, 0.0, -0.1], [0.0, 0.1, 0.2], [0.0, -0.3, -0.4], [0.0, 0.0, -0.1], [0.0, -0.1, -0.3], [0.2, 0.1, -0.1], [0.0, -0.2, -0.3], [0.0, 0.2, 0.0], [0.1, -0.1, 0.0], [0.0, 0.0, 0.1], [0.0, 0.1, 0.0], [0.1, 0.1, -0.1], [-0.1, 0.1, 0.0], [-0.6, 0.1, 0.4], [0.0, 0.1, 0.1], [-0.2, 0.0, 0.0], [-0.1, -0.1, -0.1], [0.0, -0.1, 0.0], [-0.1, 0.1, 0.3], [0.1, -0.5, 0.2], [0.7, -0.3, -0.3], [0.1, 0.0, 0.0], [0.0, 0.0, 0.1], [0.0, 0.0, 0.0], [0.3, 0.3, -0.1], [0.0, 0.0, 0.1], [0.0, -0.1, -0.1]],
  "molar_mass_g_mol": 359.45,
  "orbital_gap_ev": 9.0285,
  "energy_ev": -40456.6943
}